Entry 1:
107
Properties=species:S:1:pos:R:3:forces:R:3:mulliken_charge:R:1 method="wB97M-V/def2-TZVPD" homo_ev="-8.7 / -8.7" multiplicity=3 charge=0 e_tot_ha=-3793.85580 s2=2.01 relative_energy_kj_mol=409.83 e_lumo_ev="-1.0271 / -2.2536"
Pt 3.92290 -1.42417 -2.90008 -1.82 1.05 0.93 2.286
S -3.41668 -2.09214 3.48181 1.70 3.36 -1.33 0.959
S 1.19651 -3.48974 -4.05109 -3.83 1.07 -0.91 0.873
S -0.45003 5.46818 -0.47035 -0.09 -0.35 0.34 1.104
S -6.42918 -1.76504 -1.75564 -0.19 0.33 -0.16 1.057
O -6.46104 -2.09849 -3.19529 -0.07 0.51 2.03 -0.641
O -1.89578 5.23054 -0.56886 1.37 0.25 -0.39 -0.638
O 2.09893 -2.35269 -3.94047 0.66 -0.12 -0.59 -0.813
O -7.50672 -2.15296 -0.84340 0.95 0.25 -1.26 -0.642
O 3.06616 -1.48323 -0.87915 0.96 -0.89 -1.18 -1.155
O 0.04262 6.86283 -0.54237 -0.39 -2.32 -0.16 -0.659
O 1.28864 -4.51362 -3.08358 0.72 -1.65 1.01 -0.653
O -4.06195 -1.09987 2.53248 1.33 -2.66 2.58 -0.575
O -4.11005 -3.16822 4.11537 -0.67 -0.26 0.05 -0.619
N 2.50827 2.14680 5.05751 -1.18 3.01 0.98 0.179
N 3.94418 -0.65946 5.21556 -1.36 -1.25 0.18 0.116
N 0.40581 0.69629 -3.08677 -0.85 1.26 1.55 1.975
C -0.97838 0.56803 -2.83848 1.66 -1.65 -0.70 -0.513
C -1.15626 -3.33614 -5.33429 -1.33 1.12 1.04 -0.770
C 0.45708 2.47207 4.41083 -4.56 2.08 0.51 -0.140
C -4.83652 -2.35272 -1.06606 0.56 1.99 0.64 -0.686
C -0.85158 -1.49286 4.49864 -0.85 -0.42 0.46 0.123
C 0.89795 3.07096 -0.62709 -0.16 -0.12 -0.70 0.786
C 2.02778 3.37780 5.61966 -0.06 -1.00 -0.10 -0.716
C 0.95832 -4.14487 -5.79263 2.53 0.46 1.01 -0.883
C -2.31403 -1.16588 4.86671 -0.16 -0.25 -0.33 -0.860
C 0.57480 4.19731 -1.54196 -0.68 2.74 -0.71 -1.056
C 0.09131 4.62298 1.08210 -0.81 0.64 -0.69 -0.877
C -6.10493 0.08572 -1.58582 1.53 -1.63 1.27 -0.866
C -0.09176 -3.23658 -6.36074 0.86 -1.00 -0.83 -0.509
C -1.88176 -2.73996 2.63892 -0.76 1.51 -1.67 -0.220
C 2.21533 -0.03839 0.83268 -1.20 0.39 0.12 -1.793
C 1.47849 1.66445 4.28732 2.22 -1.99 0.42 0.087
C 0.54607 1.65278 -4.07628 5.18 -1.77 1.78 -0.838
C -1.51592 1.05668 -3.97227 -3.69 0.75 0.13 -0.343
C 0.69279 3.58331 5.28574 2.57 -1.44 -0.33 -0.914
C -0.57626 -2.77657 -4.02713 2.09 0.19 -0.29 -0.235
C 5.49682 0.72939 5.72643 0.49 0.98 2.27 -0.466
C 4.62070 -0.18233 6.28911 -0.08 0.22 -0.58 -0.365
C -4.55720 0.13569 -1.73124 0.04 0.72 -2.05 -0.781
C -0.59776 1.83186 -4.63947 -2.11 1.51 -3.37 -0.939
C -0.84278 -2.76228 3.67459 -0.19 -0.62 0.55 -0.939
C 1.28559 3.76629 0.66709 -1.08 0.05 0.72 -0.387
C 0.69383 -1.68399 -0.31090 -0.48 -1.43 -0.36 -0.563
C -3.85324 -1.04701 -1.04708 -1.06 -1.51 -0.15 0.924
C 5.30871 0.84804 4.33630 0.79 -0.42 1.04 -0.631
C 4.35074 -0.08494 4.09763 -0.63 0.63 -3.19 -0.673
C 1.91799 -0.86188 -0.42817 1.02 2.60 0.44 2.863
B 3.74340 0.72565 -3.72550 0.20 0.54 1.29 -0.175
H 0.02573 4.32869 5.69298 0.10 -0.03 -0.36 0.437
H 1.16038 0.33469 -2.52111 -0.21 0.44 -0.15 -0.238
H 6.11051 1.38083 6.33092 0.29 -0.16 -0.07 0.374
H -6.79263 0.60246 -2.25526 0.52 0.06 -0.06 0.477
H 3.72961 1.55156 -4.41972 -0.01 2.51 -2.64 -0.121
H -1.42171 0.07615 -1.98530 0.32 -0.26 -0.24 -0.041
H 2.29731 -0.68970 1.70283 0.67 0.21 0.09 0.298
H 2.64363 3.99600 6.25604 0.24 -0.25 -0.09 0.373
H -2.89501 -1.33641 -1.47853 -0.18 0.19 -0.53 -0.686
H 0.34739 -2.25874 -6.55846 -0.35 0.19 0.18 0.311
H -1.42001 -4.39132 -5.26271 -0.31 0.07 0.24 0.347
H -3.57811 -0.76657 -0.03034 -0.55 -0.24 0.25 0.086
H 0.21800 5.43374 1.79953 0.43 -0.25 0.09 0.533
H -0.23199 -1.12836 -0.16184 0.12 0.33 -0.23 0.075
H 1.66583 -0.04290 -1.10180 0.06 0.01 -0.35 -2.061
H -0.26490 -1.87552 5.33379 -0.06 1.06 0.62 0.417
H 0.19811 -2.92289 3.39376 -0.29 -0.56 -0.52 0.362
H 3.12990 -1.25533 5.17115 0.30 -0.04 0.59 0.251
H -0.78686 2.43158 -5.51751 -0.05 0.00 0.10 0.523
H 1.44909 4.80509 -1.77501 0.24 -0.05 0.07 0.414
H 0.70323 -2.43675 0.47737 0.38 -0.10 0.12 0.331
H -4.36693 0.21562 -2.80153 0.28 -0.77 -0.27 0.118
H 0.70585 -5.19759 -5.66551 -0.19 0.13 -0.05 0.387
H 1.55306 1.98777 -4.27670 -0.19 0.09 -0.24 0.263
H 4.28303 -0.51607 7.25916 0.63 0.32 0.12 0.382
H -2.53164 1.05686 -4.33933 -0.31 -0.17 0.67 0.473
H 2.05537 4.51216 0.46902 0.71 -0.63 0.19 0.394
H -0.55280 2.24148 4.10527 0.02 -0.14 -0.46 0.523
H 4.74606 0.33113 -3.66831 4.99 -1.50 0.17 -0.125
H 0.03553 2.40458 -0.61076 -0.19 -0.01 0.71 0.025
H 2.89706 0.80292 0.70797 1.09 -0.83 0.04 0.577
H 1.69021 2.44980 -1.04493 0.32 0.19 0.01 -0.393
H 5.91657 1.49509 3.72128 -0.43 -0.21 -0.30 0.408
H -0.79299 4.04672 1.35423 0.11 -0.12 0.08 0.346
H -5.03993 -2.61182 -0.02704 -0.17 -0.15 -0.13 0.243
H 3.44523 0.99236 -2.72341 -1.33 1.44 3.65 -0.276
H 0.68936 -2.21653 -1.26195 -0.64 -0.31 -0.03 -0.165
H -0.96723 -2.90374 -3.01764 -0.33 -0.71 -0.33 0.544
H 3.47455 1.86436 5.13882 -0.14 -0.19 -0.25 0.299
H -6.20328 0.37124 -0.53848 -1.11 -0.27 0.04 0.354
H -0.37007 -0.63919 4.02168 0.06 -0.20 -0.11 -0.303
H -2.00856 -2.76196 -5.69762 -0.30 -0.08 0.50 0.371
H 1.35104 0.59739 1.02475 -0.80 -0.35 0.15 0.193
H 1.40167 0.64292 3.94530 0.58 0.16 -0.36 0.027
H 1.48128 3.02298 1.43995 0.55 0.38 0.18 -0.094
H -4.47734 -3.22714 -1.60876 -0.07 0.32 -0.19 0.519
H -2.54587 -1.51575 5.87267 -0.39 -0.73 -0.34 0.353
H 3.78385 -0.24518 3.19243 0.30 -0.26 -0.09 0.585
H -1.65769 -1.94212 1.93085 -0.25 -0.05 -0.43 -0.195
H -0.48269 -3.64525 -7.29255 0.22 0.07 -0.17 0.348
H 1.96579 -4.04987 -6.19771 -0.07 -0.16 -0.40 0.455
H 3.09328 -0.04889 -4.10190 -3.15 -3.54 -1.79 -0.245
H -2.52518 -0.10030 4.95654 -0.15 -0.01 -0.80 0.430
H -2.03552 -3.68456 2.11722 -0.36 0.10 0.18 0.606
H -1.26401 -3.58527 4.25195 1.04 -0.26 0.98 0.394
H -0.35761 -1.71051 -4.08893 -0.29 0.17 -0.36 -0.179
H -4.08085 1.07043 -1.43550 -0.50 0.16 0.68 0.627
H 0.06202 4.07204 -2.49561 -0.30 -0.46 0.31 0.465



Entry 2:
135
Properties=species:S:1:pos:R:3:forces:R:3:mulliken_charge:R:1 method="wB97M-V/def2-TZVPD" homo_ev=-10.3 charge=0 e_tot_ha=-5803.75511 smiles="CCOC(=O)C(F)(F)F.CCOC(=O)C(F)(F)F.CCOC(=O)C(F)(F)F.CCOC(=O)C(F)(F)F.CCOC(=O)C(F)(F)F.COP(=O)(OC)OC.COP(=O)(OC)OC.COP(=O)(OC)OC.C[N+](=O)[O-].C[N+](=O)[O-]" e_lumo_ev=-0.0472
P -8.51965 4.86089 17.07144 -0.02 1.86 -2.07 1.026
P -14.46169 -0.12640 35.07863 -1.40 -0.53 0.78 0.964
P -18.89391 7.31484 17.81450 -2.56 0.38 -0.18 1.092
F -11.79482 -6.94463 25.57536 -0.12 -0.96 0.00 -0.209
F -12.90215 -5.17545 26.11888 -0.98 -0.03 0.32 -0.227
F -7.65603 -8.21979 22.68739 0.55 0.00 0.83 -0.251
F -20.69483 -4.10692 31.41410 -1.79 0.43 1.57 -0.246
F -8.71956 -9.52183 21.38894 -0.09 -0.29 -0.24 -0.244
F -5.95679 1.85642 24.74755 0.85 -1.02 0.54 -0.257
F -4.74795 2.51499 26.37881 0.14 -0.51 0.37 -0.238
F -6.57537 -9.68349 21.44040 0.38 -0.27 0.55 -0.232
F -19.38465 -5.10609 30.25016 2.24 -1.54 -0.95 -0.256
F -21.37427 -5.90346 30.30262 -0.64 -0.69 0.76 -0.215
F -11.63000 -5.13026 24.35581 -0.30 -0.89 1.25 -0.252
F -24.61249 -1.88842 21.15314 0.30 0.05 -0.45 -0.245
F -24.48504 -0.43379 19.55979 -0.51 0.36 -0.47 -0.234
F -5.88595 0.65384 26.56634 0.44 0.10 -0.17 -0.215
F -22.72529 -0.92555 20.66048 0.13 -0.12 0.16 -0.234
O -9.84828 -5.85463 27.18246 -2.55 -1.40 -0.42 -0.198
O -8.17017 5.99574 16.11948 -0.53 -2.45 2.16 -0.677
O -17.58703 -0.61673 15.63299 0.97 0.48 0.46 -0.489
O -24.10131 -2.66375 17.96157 1.65 1.83 2.13 -0.284
O -3.67001 -0.52349 25.73044 -2.51 1.54 1.04 -0.232
O -8.60361 -7.42956 19.97549 -0.64 -0.32 0.91 -0.291
O -20.45383 -2.67919 29.10004 -0.64 -3.36 0.82 -0.273
O -13.89035 1.05563 23.99993 -1.07 -0.17 0.24 -0.482
O -19.97166 8.32995 17.90628 1.42 -0.54 0.18 -0.719
O -17.45684 7.89101 17.50454 -0.83 -0.35 0.34 -0.307
O -18.83460 6.34589 19.10541 0.56 1.20 -0.40 -0.254
O -7.27641 4.00120 17.58588 -0.83 0.22 -0.55 -0.262
O -10.33328 -3.82661 26.37154 -1.53 -3.35 0.25 -0.551
O -21.39532 -4.57465 28.08702 0.22 1.53 1.30 -0.499
O -13.40990 -0.44561 33.88022 -1.05 0.43 2.26 -0.289
O -19.17595 6.27290 16.62439 1.16 0.24 1.26 -0.323
O -15.54464 0.85193 34.79329 1.42 -0.95 -0.06 -0.657
O -13.61166 0.21347 36.41803 -1.71 -1.83 -1.38 -0.252
O -6.33292 -7.46494 19.93907 -2.47 -0.74 1.77 -0.547
O -15.84579 0.70843 15.88637 -0.89 -1.10 0.07 -0.484
O -15.36939 0.95264 22.31611 3.50 0.38 1.94 -0.503
O -9.27678 5.26058 18.41531 -0.15 -0.04 -1.12 -0.234
O -15.01803 -1.58373 35.54909 1.32 1.68 -1.84 -0.298
O -22.72586 -3.47531 19.58397 -1.36 2.14 -0.33 -0.532
O -9.57611 3.79357 16.48788 1.28 0.85 1.88 -0.287
O -3.06810 1.23591 24.41164 -3.23 -1.59 2.51 -0.557
N -14.20193 1.07796 22.83671 -2.09 0.05 -1.86 0.821
N -16.42617 -0.27924 15.43288 -1.28 1.50 -0.27 0.786
C -21.66285 -0.93299 28.14023 0.15 0.45 -0.57 -1.075
C -8.64602 6.18359 19.28029 -0.21 -0.55 2.16 -0.690
C -13.83576 -0.76386 32.56174 0.29 -0.91 -0.67 -0.671
C -15.88514 -1.69937 36.64918 -0.38 -1.55 0.25 -0.672
C -8.39910 -5.11189 19.10544 -0.99 -0.95 -1.23 -1.104
C -20.51243 -1.90228 27.91960 -1.29 1.09 -0.68 -0.225
C -12.53282 1.04721 36.38771 1.04 2.50 -0.42 -0.635
C -10.60826 -5.03842 26.46485 2.31 4.21 -0.07 0.358
C -23.47735 -2.58916 19.19328 0.83 -3.18 -1.08 0.421
C -23.92263 -3.87724 17.23939 -3.40 -1.51 0.16 -0.370
C -25.39072 -4.52251 17.41296 2.70 0.46 -0.24 -0.958
C -11.78324 -5.64907 25.63771 1.85 2.03 -1.25 0.856
C -18.66939 6.98998 20.40008 -0.95 -1.28 0.64 -0.758
C -7.58317 -8.83935 21.51379 -0.58 0.07 0.15 0.936
C -3.87217 0.68173 25.19902 3.75 0.68 -2.39 0.456
C -13.05106 1.25806 21.91627 0.49 -1.01 -0.84 -0.732
C -6.00700 4.54396 17.84878 1.85 -0.17 0.33 -0.741
C -20.38638 5.55899 16.67812 -1.83 -0.63 -0.67 -0.727
C -8.72992 -6.64838 18.78832 1.62 2.62 0.08 -0.287
C -20.65528 -4.82190 30.31284 0.46 2.29 -0.78 0.908
C -8.33258 -6.66620 28.88373 -0.67 0.85 -1.08 -1.145
C -5.14079 1.39573 25.75384 -0.71 1.23 -0.90 0.808
C -20.97604 -3.98437 29.06146 0.83 0.76 -2.36 0.324
C -16.36463 6.99469 17.47465 1.22 -0.50 -0.84 -0.665
C -23.84580 -1.42081 20.14519 0.11 -0.37 -0.01 0.848
C -9.04216 -5.43224 28.21552 3.76 0.03 2.52 -0.291
C -9.40635 3.25822 15.20289 -1.17 0.68 -1.58 -0.758
C -2.71270 -1.43637 25.31679 0.51 -2.11 -1.48 -0.259
C -3.36004 -2.86620 25.23847 0.40 0.81 -0.18 -1.090
C -7.41394 -7.79168 20.44655 1.83 1.36 -3.93 0.353
C -15.68322 -1.02267 14.42726 0.61 -1.09 0.30 -0.647
H -8.24371 -4.76327 27.89448 0.18 -0.25 -0.96 0.306
H -16.10320 6.74111 16.44730 -0.10 0.39 -0.25 0.273
H -25.52963 -4.54535 18.49383 -0.39 -0.30 -0.14 0.274
H -16.32844 -0.77266 37.01357 0.24 -0.07 -0.05 0.331
H -23.23737 -4.61203 17.66202 0.39 0.75 -0.02 0.339
H -12.82107 2.08041 36.58142 -0.33 0.16 0.57 0.285
H -20.88007 -2.43739 27.04405 0.83 -0.70 0.08 0.284
H -10.37940 3.39106 14.72999 -0.35 -0.70 0.09 0.276
H -4.22160 -2.90352 24.57180 -0.33 0.47 0.34 0.332
H -21.53259 -0.25384 28.98278 -0.20 -0.44 0.27 0.280
H -7.32259 -4.96241 19.02249 -0.10 0.05 1.16 0.303
H -7.74682 5.75408 19.72195 0.77 0.30 -0.88 0.253
H -16.64159 -2.41714 36.33184 -0.52 0.43 -0.06 0.271
H -23.80880 -3.70542 16.16906 0.59 0.47 0.31 0.327
H -26.11526 -3.87389 16.92057 -0.06 -0.44 -0.01 0.295
H -5.66227 5.43833 17.32979 -0.94 0.15 -0.47 0.342
H -3.60693 -3.23180 26.23521 -0.10 -0.05 -0.16 0.276
H -9.29313 -4.82997 29.08866 -2.27 0.12 -0.38 0.359
H -14.78659 -1.26831 14.99631 0.44 0.02 -0.79 0.277
H -2.37551 -1.16868 24.31543 0.28 0.15 0.12 0.329
H -8.85765 3.92306 14.53580 0.98 -0.28 0.35 0.361
H -11.81801 0.76878 37.16207 0.24 -0.23 -0.52 0.226
H -19.44615 6.58452 21.04841 -0.15 -0.35 -0.12 0.274
H -16.20884 -1.94557 14.18212 -0.08 0.31 -0.03 0.292
H -2.70035 -3.56764 24.72768 0.52 0.09 0.41 0.374
H -7.92652 -6.97917 18.13014 -0.40 -0.17 -0.38 0.309
H -9.21235 6.12325 20.20966 -0.73 0.52 -0.20 0.277
H -9.72998 -6.74591 18.36589 0.18 -0.44 0.37 0.345
H -19.54478 -1.43245 27.74339 -0.03 -0.22 0.15 0.334
H -13.19620 2.04361 21.17471 -0.12 0.20 0.55 0.278
H -13.40048 -0.03751 31.87542 -0.38 0.07 0.06 0.266
H -21.01025 5.58160 17.57164 0.75 0.52 0.64 0.305
H -9.12000 2.20651 15.19935 0.27 0.27 0.12 0.260
H -5.85906 4.75548 18.90777 -0.31 -0.17 0.12 0.276
H -12.95327 0.34063 21.33588 -0.39 -0.13 -0.03 0.282
H -7.61708 -6.28050 29.60994 0.28 -0.02 -0.30 0.369
H -22.52897 -1.59424 28.16696 -0.33 0.45 0.61 0.293
H -15.53904 -0.38011 13.55868 0.23 -0.10 0.26 0.263
H -5.27798 3.78293 17.57046 -0.06 -0.13 0.10 0.282
H -15.33991 -2.29586 37.38064 0.07 0.67 0.61 0.248
H -7.87278 -7.19324 28.04773 0.33 -0.39 0.47 0.310
H -8.99129 -7.31823 29.45736 -0.27 0.03 -0.36 0.314
H -9.01483 -4.73565 19.92240 0.92 -0.36 0.85 0.314
H -8.77242 -4.40772 18.36189 -0.21 -0.55 -0.87 0.396
H -12.18813 1.17272 35.36129 0.99 -0.62 0.13 0.291
H -8.58160 7.22389 18.96139 0.14 -0.35 -0.43 0.296
H -14.90276 -0.93359 32.41747 -0.12 0.73 0.33 0.322
H -21.06398 5.98274 15.93691 0.16 -0.13 -0.34 0.293
H -12.13510 1.27615 22.50687 -0.32 0.68 0.01 0.337
H -25.22742 -5.51533 16.99373 -0.96 -0.13 -0.01 0.352
H -13.41351 -1.74147 32.32916 0.30 0.03 0.00 0.270
H -21.82299 -0.28582 27.27789 0.18 -0.06 -0.23 0.367
H -18.89678 8.05339 20.47460 0.76 0.13 -0.73 0.359
H -20.25247 4.49423 16.48718 0.47 0.14 -0.26 0.288
H -17.74503 6.60479 20.83055 0.25 0.73 -0.18 0.274
H -16.53914 6.00640 17.90001 -0.24 0.32 0.68 0.345
H -15.51107 7.51897 17.90438 -0.10 -0.29 0.23 0.252
H -1.87754 -1.45193 26.01706 -0.02 0.21 -0.05 0.273